(1)
{
  "formula": "C21H27N5O2",
  "method": "ωB97M-V/def2-TZVPD",
  "max_force_ev_per_a": 1.36,
  "relative_energy_ev": 2.521,
  "homo_energy_ev": -8.73,
  "lumo_energy_ev": 0.8,
  "orbital_gap_ev": 9.51,
  "smiles": "CN(CCc1cnn(C)c1)C(=O)CCc1nnc(CCCc2ccccc2)o1",
  "elements": ["C", "N", "C", "C", "C", "C", "N", "N", "C", "C", "C", "O", "C", "C", "C", "N", "N", "C", "C", "C", "C", "C", "C", "C", "C", "C", "C", "O", "H", "H", "H", "H", "H", "H", "H", "H", "H", "H", "H", "H", "H", "H", "H", "H", "H", "H", "H", "H", "H", "H", "H", "H", "H", "H", "H"],
  "xyz": [[-4.8189, -1.5059, -0.9094], [-4.0032, -1.4567, 0.2795], [-4.5321, -0.7387, 1.4215], [-4.6455, 0.7697, 1.1658], [-3.3311, 1.3790, 0.8060], [-2.1577, 1.4377, 1.5741], [-1.2054, 2.0923, 0.9349], [-1.7242, 2.4620, -0.2300], [-0.9389, 3.1819, -1.1910], [-2.9971, 2.0458, -0.3563], [-2.7412, -1.9422, 0.3439], [-2.0727, -1.8796, 1.3579], [-2.2169, -2.6121, -0.9212], [-0.7009, -2.7971, -0.8130], [-0.0526, -1.4639, -0.8469], [-0.1425, -0.5832, -1.7890], [0.5711, 0.4946, -1.3885], [1.0513, 0.2202, -0.2188], [1.8561, 1.0889, 0.6674], [2.7871, 2.0203, -0.1084], [3.7527, 1.2589, -1.0267], [4.5561, 0.2424, -0.2669], [5.5889, 0.6454, 0.5714], [6.3086, -0.2817, 1.3028], [6.0041, -1.6292, 1.2074], [4.9805, -2.0427, 0.3728], [4.2635, -1.1121, -0.3586], [0.7000, -1.0196, 0.1775], [-5.8437, -1.2589, -0.6376], [-4.8139, -2.5061, -1.3440], [-4.4783, -0.7920, -1.6652], [-3.8422, -0.9192, 2.2478], [-5.5153, -1.1484, 1.6787], [-5.0301, 1.2347, 2.0777], [-5.3602, 0.9620, 0.3621], [-1.9742, 1.0311, 2.5481], [-0.3259, 3.9144, -0.6668], [-1.5995, 3.6880, -1.8923], [-0.2852, 2.4871, -1.7268], [-3.5742, 2.2540, -1.2357], [-2.4359, -1.9992, -1.7953], [-2.7034, -3.5838, -1.0342], [-0.4476, -3.2772, 0.1323], [-0.3394, -3.4003, -1.6478], [2.4229, 0.4485, 1.3458], [1.1485, 1.6812, 1.2571], [2.1887, 2.6979, -0.7169], [3.3557, 2.6105, 0.6122], [4.4238, 1.9799, -1.4994], [3.1762, 0.7676, -1.8115], [5.8321, 1.6959, 0.6469], [7.1099, 0.0467, 1.9490], [6.5646, -2.3542, 1.7793], [4.7394, -3.0927, 0.2914], [3.4684, -1.4419, -1.0131]],
  "forces_ev_per_angstrom": [[0.084, -0.040, -0.252], [-0.210, 0.104, 0.243], [-0.034, 0.164, 0.228], [0.118, -0.191, 0.031], [-0.115, 0.111, -0.237], [-0.177, 0.060, -0.282], [0.617, 0.181, 0.302], [-0.456, -0.130, 0.094], [0.452, 0.107, -0.367], [-0.144, -0.166, 0.286], [-0.210, -0.203, -0.336], [0.390, -0.038, 0.210], [0.316, -0.033, 0.218], [-0.139, -0.005, 0.164], [-0.050, 0.182, -0.474], [-0.661, -1.177, -0.180], [0.863, 0.767, 0.579], [-0.032, 0.276, -0.383], [0.034, 0.081, 0.225], [-0.042, -0.259, -0.108], [-0.029, 0.164, 0.089], [0.030, 0.006, -0.157], [-0.022, -0.018, -0.003], [0.066, 0.040, 0.077], [0.042, -0.108, 0.052], [0.017, -0.106, 0.047], [-0.007, 0.036, -0.027], [0.049, -0.089, 0.191], [-0.001, -0.025, -0.021], [-0.059, 0.048, -0.046], [-0.085, -0.003, -0.043], [-0.189, -0.006, -0.060], [0.071, 0.003, 0.021], [-0.129, -0.011, -0.073], [-0.084, 0.032, 0.067], [0.081, -0.105, 0.236], [-0.081, 0.031, -0.019], [-0.022, 0.024, 0.060], [-0.118, 0.195, 0.038], [-0.109, 0.069, -0.186], [-0.082, -0.084, -0.035], [-0.078, 0.030, -0.066], [-0.012, -0.052, -0.116], [0.010, 0.014, 0.071], [-0.004, 0.036, 0.019], [0.104, -0.103, 0.014], [0.002, 0.118, 0.023], [-0.041, 0.071, -0.003], [-0.020, -0.031, -0.068], [0.066, 0.030, -0.046], [0.031, 0.125, 0.004], [0.063, 0.024, 0.044], [0.045, -0.053, 0.040], [-0.016, -0.079, -0.006], [-0.093, -0.012, -0.080]]
}

---

(2)
{
  "formula": "C21H27N5O4",
  "method": "ωB97M-V/def2-TZVPD",
  "max_force_ev_per_a": 0.51,
  "relative_energy_ev": 0.000,
  "homo_energy_ev": -8.17,
  "lumo_energy_ev": -0.5,
  "orbital_gap_ev": 7.70,
  "smiles": "CCC[C@@H](C)c1ccc(N)c2c1C(=O)c1ccccc1C2=O.NC(N)=O.NC(N)=O",
  "elements": ["C", "C", "C", "C", "C", "C", "C", "C", "C", "N", "C", "C", "C", "O", "C", "C", "C", "C", "C", "C", "C", "O", "H", "H", "H", "H", "H", "H", "H", "H", "H", "H", "H", "H", "H", "H", "H", "H", "H", "H", "H", "N", "C", "N", "O", "H", "H", "H", "H", "N", "C", "N", "O", "H", "H", "H", "H"],
  "xyz": [[3.8586, 0.8730, 1.3421], [2.9516, -0.1397, 0.6379], [3.4562, -0.4972, -0.7642], [3.1653, -1.9459, -1.2012], [4.3166, -2.8394, -0.7245], [1.8103, -2.4483, -0.7213], [1.6725, -3.6801, -0.0743], [0.4654, -4.1438, 0.3994], [-0.7062, -3.3976, 0.2671], [-1.9063, -3.9282, 0.7138], [-0.5996, -2.1534, -0.3793], [0.6422, -1.7173, -0.8839], [0.6185, -0.4317, -1.6401], [1.2691, -0.2455, -2.6438], [-0.2937, 0.6050, -1.0978], [0.0312, 1.9556, -1.1411], [-0.8359, 2.8839, -0.5828], [-2.0238, 2.4619, 0.0070], [-2.3626, 1.1192, 0.0190], [-1.4900, 0.1881, -0.5276], [-1.7803, -1.2665, -0.4991], [-2.9280, -1.6799, -0.5104], [4.6889, 0.3832, 1.8460], [3.3032, 1.4895, 2.0431], [4.2873, 1.5511, 0.6023], [1.9569, 0.3075, 0.5885], [2.8515, -1.0401, 1.2437], [3.0747, 0.2199, -1.4870], [4.5378, -0.3623, -0.7651], [3.1511, -2.0040, -2.2898], [4.2763, -2.9579, 0.3605], [5.2678, -2.3726, -0.9571], [4.2752, -3.8367, -1.1556], [2.5287, -4.3147, 0.0820], [0.4205, -5.1135, 0.8768], [-2.6512, -3.2654, 0.8573], [-1.7895, -4.5538, 1.4957], [0.9560, 2.2513, -1.6146], [-0.5806, 3.9313, -0.6234], [-2.6855, 3.2028, 0.4299], [-3.2999, 0.8009, 0.4507], [-2.5882, -0.3549, 3.1037], [-1.4540, -0.0120, 3.7930], [-1.6038, 0.0928, 5.1504], [-0.3911, 0.1834, 3.2350], [-3.4739, -0.5284, 3.5384], [-2.5028, -0.4316, 2.1081], [-0.7926, 0.3453, 5.6819], [-2.4729, -0.0621, 5.6234], [-3.0302, 3.5749, -3.1282], [-3.3100, 4.8169, -2.6322], [-4.3420, 5.4752, -3.2467], [-2.6890, 5.3108, -1.7059], [-3.5343, 3.1585, -3.8870], [-2.2803, 3.0641, -2.6978], [-4.5703, 6.3893, -2.9058], [-4.8646, 5.0895, -4.0091]],
  "forces_ev_per_angstrom": [[-0.038, 0.039, -0.403], [0.020, 0.308, 0.083], [0.148, 0.071, 0.201], [0.176, -0.192, 0.011], [-0.379, 0.028, 0.339], [0.025, -0.139, -0.199], [-0.135, 0.004, 0.156], [0.069, 0.042, -0.050], [-0.174, 0.089, -0.299], [0.271, 0.067, 0.308], [-0.084, -0.150, 0.017], [-0.201, -0.015, 0.059], [-0.068, -0.057, -0.157], [-0.006, 0.052, -0.047], [-0.072, 0.210, 0.131], [-0.167, -0.188, -0.111], [0.243, -0.168, -0.027], [0.071, 0.115, -0.089], [-0.022, 0.146, -0.127], [0.114, 0.117, -0.001], [0.043, -0.164, 0.033], [-0.077, 0.059, 0.369], [0.064, -0.004, 0.112], [0.018, -0.088, 0.252], [0.040, 0.098, -0.014], [-0.134, -0.194, -0.036], [-0.040, -0.057, 0.099], [0.075, 0.001, 0.026], [0.136, -0.067, -0.075], [0.020, 0.215, -0.094], [0.085, 0.025, 0.087], [0.120, -0.065, -0.204], [0.083, -0.067, -0.126], [0.160, 0.002, -0.023], [-0.025, -0.060, 0.054], [-0.115, 0.012, -0.264], [-0.030, -0.084, -0.027], [0.069, 0.084, -0.014], [-0.125, 0.120, 0.073], [-0.079, 0.021, 0.030], [-0.085, -0.083, -0.042], [0.067, -0.047, 0.096], [-0.059, -0.016, -0.032], [-0.001, -0.015, -0.028], [0.040, -0.001, -0.016], [0.000, 0.005, 0.005], [-0.038, -0.007, -0.027], [0.012, 0.007, -0.004], [-0.008, 0.009, -0.001], [0.005, 0.058, -0.008], [-0.014, -0.012, -0.021], [0.010, -0.043, 0.003], [-0.005, -0.012, 0.015], [-0.006, 0.003, -0.005], [-0.009, -0.022, 0.012], [0.010, 0.010, 0.010], [0.000, 0.000, -0.007]]
}